{"formula": "C25H24ClNO4SiTi", "method": "ωB97M-V with the def2-TZVPD basis set", "species": ["Ti", "C", "C", "C", "C", "C", "H", "H", "H", "H", "H", "O", "C", "O", "C", "C", "C", "C", "C", "C", "C", "C", "C", "N", "H", "H", "H", "H", "H", "H", "C", "Si", "C", "C", "H", "H", "H", "H", "H", "H", "H", "H", "H", "Cl", "C", "C", "C", "C", "C", "C", "C", "O", "O", "H", "H", "H", "H"], "xyz": [[0.8061, 1.6404, -0.4925], [2.3731, 3.1989, 0.3702], [1.0768, 3.6262, 0.7463], [0.3828, 4.0061, -0.4253], [1.2382, 3.8091, -1.5264], [2.4635, 3.3032, -1.0371], [3.1419, 2.8400, 1.0354], [0.6672, 3.6121, 1.7438], [-0.6481, 4.3161, -0.4690], [0.9890, 3.9696, -2.5646], [3.3029, 2.9907, -1.6383], [-2.8733, 0.5488, 1.0009], [-1.5251, 0.7226, 0.8283], [-1.1576, 1.7831, 0.1695], [-0.6103, -0.1770, 1.2701], [-0.9219, -1.4332, 1.8793], [0.0526, -2.2995, 2.1981], [1.4462, -1.9349, 1.9566], [2.4850, -2.7942, 2.2862], [3.8173, -2.4656, 2.0520], [4.1018, -1.2347, 1.4818], [3.0782, -0.3574, 1.1462], [1.7324, -0.6786, 1.3567], [0.7315, 0.1767, 0.9248], [-1.9660, -1.6615, 2.0538], [-0.1664, -3.2659, 2.6374], [2.2334, -3.7523, 2.7309], [4.6101, -3.1561, 2.3121], [5.1295, -0.9467, 1.2898], [3.3143, 0.5873, 0.6767], [-5.5854, 0.8442, 0.5470], [-3.8929, 1.4530, 0.0276], [-3.8043, 3.2869, 0.3648], [-3.6041, 1.0678, -1.7731], [-6.3715, 1.3096, -0.0531], [-5.7772, 1.0793, 1.5965], [-5.6591, -0.2386, 0.4262], [-4.7563, 3.7749, 0.1387], [-3.0190, 3.7440, -0.2372], [-3.5641, 3.4685, 1.4144], [-4.0085, 1.8612, -2.4079], [-4.0786, 0.1275, -2.0631], [-2.5324, 0.9898, -1.9639], [1.3999, -6.2613, -1.1426], [1.3261, -4.5354, -1.3864], [0.0942, -3.9369, -1.5913], [0.0397, -2.5645, -1.7720], [1.2053, -1.8113, -1.7549], [2.4305, -2.4293, -1.5334], [2.5000, -3.7990, -1.3514], [1.1275, -0.3286, -1.8217], [0.0109, 0.2529, -1.9593], [2.1634, 0.3701, -1.5983], [-0.8049, -4.5372, -1.5838], [-0.9067, -2.0547, -1.8955], [3.3191, -1.8170, -1.4644], [3.4430, -4.2893, -1.1553]], "atomic_forces_ev_per_a": [[-0.45, 0.06, 0.57], [-0.07, 0.06, -0.12], [0.08, 0.10, -0.11], [0.11, 0.08, -0.03], [0.04, 0.00, 0.03], [0.08, -0.03, 0.03], [0.00, -0.01, 0.01], [0.00, -0.01, 0.00], [0.00, 0.00, 0.00], [-0.01, -0.01, 0.01], [0.00, 0.01, 0.00], [-0.04, 0.15, 0.01], [0.00, -0.29, 0.02], [0.09, -0.09, -0.12], [-0.15, 0.10, -0.20], [0.10, 0.04, 0.03], [0.00, 0.00, 0.00], [-0.05, -0.03, 0.05], [0.04, -0.01, 0.01], [-0.03, -0.01, -0.01], [-0.02, 0.03, 0.02], [0.10, 0.02, 0.02], [-0.10, 0.03, -0.11], [0.21, -0.16, 0.09], [-0.01, 0.01, 0.00], [0.01, 0.00, 0.00], [0.00, 0.00, 0.00], [0.00, 0.00, 0.00], [0.00, 0.00, 0.00], [0.01, 0.00, 0.01], [-0.01, -0.02, 0.04], [0.04, -0.10, 0.08], [0.03, 0.07, -0.02], [0.01, 0.02, -0.06], [0.00, 0.00, -0.01], [-0.01, 0.00, -0.01], [-0.01, 0.00, 0.00], [-0.01, 0.01, 0.00], [0.00, 0.00, 0.02], [-0.02, 0.00, 0.00], [-0.01, -0.01, -0.01], [0.01, -0.01, 0.01], [0.01, 0.00, -0.02], [0.00, -0.03, 0.01], [0.04, 0.08, 0.00], [-0.01, -0.02, 0.01], [-0.04, 0.01, -0.02], [0.04, -0.08, 0.02], [0.03, 0.05, 0.00], [-0.05, -0.06, 0.00], [0.08, 0.26, 0.02], [0.05, 0.00, -0.15], [-0.11, -0.20, -0.10], [0.00, 0.01, 0.00], [0.00, -0.01, 0.00], [-0.01, -0.01, -0.01], [0.00, 0.00, 0.00]], "mulliken_charge": [0.175, -0.257, -0.648, -0.382, -0.668, -0.484, 0.573, 0.433, 0.403, 0.433, 0.390, -0.569, 0.923, -0.415, -0.195, -0.742, -1.290, 1.380, -0.551, -0.636, -0.762, -0.426, 0.057, 0.277, 0.456, 0.316, 0.357, 0.361, 0.390, 0.178, -1.177, 0.674, -0.944, -0.780, 0.332, 0.277, 0.284, 0.380, 0.124, 0.303, 0.340, 0.266, 0.072, -0.267, 0.554, -0.782, -0.247, 0.253, -0.187, -0.752, 0.848, -0.688, -0.673, 0.414, 0.466, 0.428, 0.406], "homo_lumo_gap_ev": [5.1044, 5.1146], "charge": -1, "spin_multiplicity": 2, "e_above_lowest_kj_mol": 0.0, "lumo_ev": [2.67, 2.67], "s2": 0.760, "homo_ha": [-0.0893, -0.0898]}

---

{"formula": "C25H24CoI3N2O3Si", "method": "ωB97M-V with the def2-TZVPD basis set", "species": ["Co", "I", "C", "C", "C", "I", "C", "O", "C", "C", "N", "C", "C", "C", "C", "C", "C", "N", "C", "H", "H", "H", "H", "H", "H", "H", "H", "H", "H", "H", "I", "C", "C", "C", "C", "C", "C", "C", "O", "O", "H", "H", "H", "H", "C", "Si", "C", "C", "C", "C", "H", "H", "H", "H", "H", "H", "H", "H", "H"], "xyz": [[-0.1486, 0.0566, -0.6918], [5.6267, 4.1616, -3.3093], [4.2993, 2.7857, -2.4884], [4.5791, 1.4270, -2.5590], [3.6934, 0.5101, -2.0232], [4.1091, -1.5205, -2.1657], [2.5051, 0.9164, -1.3876], [1.6925, 0.0102, -0.9193], [2.2569, 2.2999, -1.3198], [1.0277, 2.7447, -0.6002], [-0.1685, 2.0099, -1.0806], [-1.4002, 2.5684, -0.4911], [-2.5273, 1.6101, -0.7335], [-3.8696, 1.9474, -0.6727], [-4.8074, 0.9611, -0.9155], [-4.3850, -0.3214, -1.2375], [-3.0313, -0.5815, -1.2778], [-2.1265, 0.3679, -1.0202], [3.1369, 3.2181, -1.8750], [5.4813, 1.0783, -3.0421], [0.8738, 3.8209, -0.7248], [1.0955, 2.5243, 0.4657], [-0.2211, 2.0864, -2.0960], [-1.6165, 3.5670, -0.8801], [-1.2323, 2.6430, 0.5839], [-4.1628, 2.9613, -0.4380], [-5.8637, 1.1906, -0.8650], [-5.0902, -1.1105, -1.4535], [-2.6426, -1.5563, -1.5297], [2.9124, 4.2759, -1.8098], [0.5105, -8.3436, -2.5213], [0.2590, -6.3113, -2.1658], [0.6697, -5.3941, -3.1246], [0.4986, -4.0405, -2.8849], [-0.0686, -3.6141, -1.6905], [-0.4655, -4.5375, -0.7318], [-0.3113, -5.8938, -0.9702], [-0.2226, -2.1622, -1.4437], [-0.4614, -1.7375, -0.2575], [-0.1190, -1.3179, -2.3598], [1.1195, -5.7330, -4.0474], [0.8076, -3.3016, -3.6121], [-0.8860, -4.1871, 0.2016], [-0.6229, -6.6185, -0.2313], [0.3069, -0.5241, 4.9910], [-0.0457, 1.0549, 4.0707], [-1.7105, 1.7362, 4.5730], [1.2881, 2.3129, 4.4049], [-0.0896, 0.7044, 2.2771], [-0.1290, 0.4672, 1.0858], [0.2880, -0.3637, 6.0715], [1.2903, -0.9135, 4.7214], [-0.4318, -1.2888, 4.7453], [-1.7671, 1.8879, 5.6534], [-2.5073, 1.0475, 4.2853], [-1.9033, 2.6961, 4.0886], [1.3714, 2.5144, 5.4757], [1.0804, 3.2584, 3.8997], [2.2556, 1.9498, 4.0534]], "atomic_forces_ev_per_a": [[-0.69, 1.24, -0.95], [0.06, 0.07, -0.04], [-0.07, -0.08, 0.05], [0.00, -0.02, 0.00], [0.14, 0.17, -0.07], [-0.04, -0.07, 0.01], [-0.25, -0.15, -0.09], [0.27, -0.68, 0.64], [-0.02, 0.03, -0.06], [-0.03, 0.05, 0.00], [0.03, -0.05, -0.17], [-0.03, -0.03, 0.03], [0.09, -0.02, -0.19], [0.10, 0.00, -0.04], [-0.07, -0.04, -0.01], [-0.02, 0.04, -0.03], [0.07, 0.14, -0.02], [0.10, -0.37, 0.68], [0.01, -0.04, 0.04], [0.01, 0.01, 0.00], [0.00, -0.01, -0.04], [0.00, 0.01, 0.05], [0.08, 0.08, -0.01], [-0.02, -0.04, -0.05], [0.02, 0.02, 0.04], [0.00, 0.00, 0.00], [0.00, 0.00, 0.00], [-0.01, 0.01, 0.01], [-0.02, -0.03, 0.08], [0.00, 0.01, -0.01], [0.01, -0.14, -0.03], [-0.02, 0.15, 0.03], [0.00, -0.01, 0.00], [-0.05, -0.03, -0.01], [-0.02, -0.02, -0.03], [0.02, -0.02, 0.02], [0.02, 0.01, -0.02], [0.10, 0.05, 0.03], [0.51, -0.77, -0.15], [-0.16, 0.27, -0.21], [0.00, 0.00, 0.00], [0.01, -0.01, 0.00], [0.01, 0.01, 0.00], [0.00, 0.00, 0.00], [0.03, -0.09, 0.07], [-0.01, -0.04, -0.10], [-0.09, 0.04, 0.04], [0.09, 0.07, 0.06], [-0.07, 0.07, -0.09], [-0.07, 0.20, 0.54], [0.00, -0.01, 0.00], [0.00, -0.01, 0.00], [-0.01, 0.00, 0.00], [0.00, 0.01, 0.00], [-0.01, 0.00, 0.01], [-0.01, -0.01, 0.00], [0.01, 0.02, -0.01], [0.00, 0.00, 0.00], [0.00, 0.00, 0.00]], "mulliken_charge": [-0.353, 0.052, -0.355, -0.362, -0.347, 0.038, 0.478, -0.382, 0.355, -0.331, -0.251, -0.638, 0.739, -0.965, -0.199, -0.898, -0.128, 0.507, -0.860, 0.344, 0.398, 0.209, 0.279, 0.560, 0.225, 0.453, 0.415, 0.439, 0.348, 0.404, 0.100, 0.018, -0.591, -0.380, 0.060, -0.330, -0.590, 1.123, -0.588, -0.651, 0.373, 0.497, 0.475, 0.375, -0.975, -0.205, -1.004, -1.007, -0.140, 0.461, 0.311, 0.311, 0.303, 0.323, 0.316, 0.292, 0.326, 0.301, 0.322], "homo_lumo_gap_ev": 7.1626, "lumo_ev": -0.39, "homo_ha": -0.2776}